19
Properties=species:S:1:pos:R:3:lowdin_charge:R:1 method="wB97M-V/def2-TZVPD" e_above_lowest_kcal_mol=57.1 homo_lumo_gap_ha=0.3677 e_homo_ev=-14.401 total_charge=+1
C -1.290 1.715 0.027 -0.015
C -0.482 0.787 0.730 -0.104
C -0.592 -0.995 -0.865 -0.011
C 0.528 -1.204 1.297 -0.022
C 2.105 0.545 -0.648 -0.142
N -0.261 -0.427 0.386 -0.207
O 1.897 1.285 0.247 0.019
H -2.186 2.054 0.618 0.136
H -1.632 1.475 -1.014 0.105
H -0.071 0.958 1.721 0.163
H -1.211 -1.944 -0.897 0.146
H -1.101 -0.215 -1.428 0.088
H 0.310 -1.423 -1.298 0.102
H 1.353 -0.538 1.629 0.106
H -0.036 -1.800 2.017 0.113
H 1.058 -2.131 0.725 0.161
H 2.882 -0.274 -0.585 0.124
H 1.814 0.822 -1.645 0.096
H -0.865 2.770 -0.054 0.142

10
Properties=species:S:1:pos:R:3:lowdin_charge:R:1 method="wB97M-V/def2-TZVPD" e_above_lowest_kcal_mol=105.9 homo_lumo_gap_ha="0.2998 / 0.2998" e_homo_ev="-4.391 / -4.390" total_charge=-1
C -1.323 -0.147 -0.153 -0.231
N -0.117 -0.430 0.524 -0.291
O 2.064 0.506 1.332 -0.472
O 0.964 1.579 -1.651 -0.682
P 1.366 0.237 0.048 0.274
Cl 2.223 -1.424 -0.793 0.184
H -1.035 0.561 -0.953 0.035
H -2.117 -0.963 -0.462 0.086
H -1.867 0.445 0.632 0.070
H -0.159 -0.366 1.477 0.026

69
Properties=species:S:1:pos:R:3:lowdin_charge:R:1 method="wB97M-V/def2-TZVPD" e_above_lowest_kcal_mol=20.7 homo_lumo_gap_ha="0.2752 / 0.2177" multiplicity=5 e_homo_ev="-12.641 / -13.140" total_charge=+2
Rh -0.720 1.052 0.180 1.195
C -4.333 1.406 0.176 -0.098
N -3.097 2.087 0.546 -0.104
C -2.965 3.427 -0.025 -0.115
C -1.631 3.956 0.396 -0.301
N -0.636 3.172 0.762 0.036
C 0.411 4.022 1.135 -0.203
C 1.676 3.744 1.648 -0.013
C 2.490 4.818 1.937 -0.049
C 2.067 6.142 1.730 -0.051
C 0.811 6.430 1.241 0.009
C -0.003 5.341 0.954 -0.167
N -1.312 5.255 0.489 0.195
C -4.283 0.001 0.675 -0.175
N -3.178 -0.672 0.980 0.057
C -3.534 -1.931 1.374 -0.126
C -2.426 -2.879 1.296 -0.145
C -2.987 -4.159 0.724 0.027
C -4.341 -4.388 0.686 -0.058
C -5.348 -3.430 0.967 0.040
C -4.860 -2.109 1.193 -0.132
N -5.327 -0.836 0.838 0.219
H -4.415 1.396 -0.915 0.147
H -5.230 1.904 0.562 0.144
H -3.033 2.155 1.558 0.137
H -3.760 4.110 0.294 0.141
H -3.019 3.353 -1.114 0.141
H 1.996 2.729 1.827 0.094
H 3.478 4.644 2.342 0.117
H 2.740 6.953 1.972 0.119
H 0.479 7.449 1.096 0.124
H -1.924 6.030 0.288 0.183
H -2.014 -3.121 2.291 0.179
H -2.300 -4.948 0.453 0.120
H -4.674 -5.372 0.384 0.121
H -6.396 -3.674 0.891 0.117
H -6.292 -0.579 0.690 0.188
C 5.650 -3.956 -3.239 -0.057
C 4.418 -3.396 -2.591 -0.707
O 4.159 -2.226 -2.504 0.015
S 3.393 -4.683 -1.862 1.060
C 2.083 -3.754 -1.119 -0.515
C 1.714 -4.072 0.185 -0.074
C 0.600 -3.482 0.762 -0.018
C -0.135 -2.527 0.061 -0.212
C 0.266 -2.185 -1.234 -0.026
C 1.354 -2.803 -1.828 -0.075
C -1.389 -1.981 0.595 -0.135
C -1.787 -0.687 0.525 -0.128
H 6.151 -3.165 -3.788 0.094
H 5.396 -4.780 -3.905 0.087
H 6.318 -4.346 -2.468 0.096
H 2.290 -4.799 0.742 0.115
H 0.313 -3.765 1.768 0.124
H -0.335 -1.491 -1.810 0.113
H 1.616 -2.570 -2.850 0.120
C 3.109 0.510 -1.658 -0.137
C 3.460 -0.224 -0.351 -0.123
C 2.380 0.195 0.648 -0.138
O 1.448 1.034 -0.095 -0.345
C 2.175 1.613 -1.213 -0.155
H 2.608 -0.169 -2.345 0.099
H 3.989 0.901 -2.162 0.129
H 4.446 0.057 0.015 0.125
H 3.459 -1.298 -0.515 0.083
H 2.788 0.789 1.466 0.113
H 1.805 -0.635 1.055 0.111
H 2.707 2.494 -0.846 0.127
H 1.441 1.922 -1.957 0.124

107
Properties=species:S:1:pos:R:3:lowdin_charge:R:1 method="wB97M-V/def2-TZVPD" homo_lumo_gap_ha=0.3083 e_homo_ev=-8.851
C -1.333 2.758 -0.917 -0.117
C -0.262 2.393 -1.964 -0.714
I 1.145 3.893 -2.610 0.964
C -0.188 1.128 -2.484 -0.728
I 1.289 0.544 -3.945 1.040
O -1.143 0.140 -2.081 -0.020
C -0.504 -0.876 -1.415 -0.538
O -0.177 -1.914 -1.931 0.132
O -0.265 -0.696 -0.062 -0.001
O 0.649 -1.680 0.344 0.032
H -1.935 1.894 -0.576 0.052
H -2.040 3.539 -1.266 0.089
H -0.780 3.122 -0.016 0.078
H 0.789 -1.469 1.288 0.086
O 1.166 7.119 -2.789 -0.151
H 1.062 7.826 -2.141 0.016
H 2.035 7.282 -3.170 0.031
O 1.818 -2.460 -5.276 -0.135
H 1.498 -3.301 -5.612 0.021
H 1.404 -2.389 -4.413 -0.041
O 0.398 1.006 2.835 -0.033
H 0.561 0.197 3.337 0.017
H 0.209 0.696 1.941 0.024
O 2.164 -1.898 3.259 -0.055
H 2.853 -2.490 2.922 0.043
H 1.647 -2.451 3.858 0.057
O 2.500 -4.403 -2.664 -0.049
H 1.844 -3.900 -2.170 0.040
H 2.030 -5.206 -2.940 0.011
O 1.229 -6.716 -3.979 -0.053
H 1.185 -6.809 -4.941 0.038
H 1.704 -7.506 -3.686 0.036
O 5.314 -4.948 -3.055 -0.077
H 5.579 -4.750 -3.960 0.025
H 4.369 -4.735 -3.035 -0.018
O -2.133 2.665 3.480 -0.061
H -1.436 2.088 3.149 -0.009
H -2.629 2.103 4.090 0.003
O 4.009 -3.468 -7.024 -0.068
H 3.352 -2.962 -6.525 -0.011
H 3.539 -4.268 -7.279 0.031
O 2.598 8.512 -0.530 -0.058
H 2.844 7.605 -0.307 0.035
H 1.995 8.770 0.177 0.046
O 2.559 -0.469 6.060 -0.056
H 2.569 -0.748 5.136 0.013
H 1.860 0.200 6.091 0.034
O -3.466 0.181 4.280 -0.043
H -3.379 -0.519 3.620 0.016
H -4.002 -0.216 4.975 0.057
O 4.612 -1.597 1.866 -0.046
H 4.542 -1.300 0.952 0.052
H 4.969 -0.835 2.334 0.049
O 1.733 -2.368 -8.630 -0.067
H 1.685 -1.639 -8.000 0.020
H 2.595 -2.262 -9.046 0.035
O -4.323 1.121 -0.299 -0.052
H -4.232 0.433 -0.969 0.041
H -4.879 0.716 0.382 0.029
O -0.380 -6.525 -6.481 -0.045
H -0.748 -6.042 -7.230 0.052
H -0.979 -7.271 -6.365 0.048
O -4.234 -1.229 1.759 -0.051
H -3.340 -1.051 1.443 0.040
H -4.611 -1.809 1.082 0.012
O 4.910 0.073 7.700 -0.069
H 4.124 0.012 7.134 -0.003
H 5.494 0.672 7.221 0.033
O 1.565 1.380 -7.077 -0.132
H 0.783 1.338 -7.639 0.038
H 2.172 1.952 -7.559 0.039
O 2.268 4.922 0.716 -0.088
H 2.043 4.583 1.590 0.035
H 2.030 4.206 0.111 -0.058
O 6.844 1.731 9.157 -0.056
H 6.176 2.211 9.658 0.048
H 6.398 0.914 8.899 0.008
O 2.979 -9.416 -3.552 -0.045
H 3.918 -9.601 -3.442 0.049
H 2.653 -10.153 -4.080 0.043
O -6.041 -2.526 -0.306 -0.042
H -6.446 -2.060 -1.046 0.050
H -6.595 -3.304 -0.184 0.052
O -7.636 1.557 -0.317 -0.059
H -7.738 2.290 0.304 0.013
H -6.765 1.702 -0.708 0.016
O 0.018 -4.130 -4.369 -0.055
H 0.235 -5.031 -4.085 0.007
H -0.558 -3.794 -3.671 0.045
O -7.065 3.906 1.701 -0.060
H -7.165 4.638 2.319 0.023
H -6.195 4.051 1.314 0.037
O -10.541 2.552 -1.667 -0.066
H -9.594 2.398 -1.554 0.004
H -10.835 1.814 -2.209 0.029
O -6.490 6.688 1.579 -0.050
H -6.322 7.539 1.998 0.046
H -6.710 6.912 0.669 0.050
O 8.640 0.788 11.792 -0.069
H 8.820 1.641 12.198 0.028
H 8.402 1.006 10.882 0.005
O -1.278 5.892 3.201 -0.068
H -1.952 6.362 3.701 0.028
H -1.706 5.060 2.958 0.006
O -0.150 -0.250 5.910 -0.048
H -0.162 -1.104 6.357 0.056
H -1.032 -0.174 5.521 0.032

no.,E (Eh)
1,-327.3686
2,-1047.2968
3,-2093.5878
4,-3420.6483